Entry from the Open Molecules 2025 dataset: a structure of composition C27H22IrN4O2Se (wB97M-V/def2-TZVPD).

Geometry as ORCA input:
```
! wB97M-V def2-TZVPD RIJCOSX def2/J DEFGRID3
* xyz 1 1
Ir 0.055 0.958 -1.255
Se 0.585 2.066 -3.323
O -0.685 1.381 0.580
O 1.798 -1.159 2.479
N 1.077 -0.549 -1.970
N 0.488 -1.545 -2.466
N 0.599 4.372 -1.415
N -0.215 0.310 3.257
C -1.484 2.229 1.151
C -3.037 4.079 1.057
C 5.232 -0.716 -1.423
C 2.498 -0.630 -1.786
C 0.612 -1.496 1.916
C -3.077 -2.069 -3.096
C -1.720 -2.315 -3.081
C -1.376 -0.153 -1.980
C -3.578 -0.877 -2.566
C -2.743 0.083 -2.011
C 4.520 0.403 -1.021
C 4.572 -1.793 -2.005
C -1.521 2.306 2.571
C -0.477 -0.704 2.296
C 2.914 -2.005 2.212
C -1.750 -0.963 1.822
C 3.146 0.450 -1.202
C 3.201 -1.760 -2.192
C -1.948 -2.015 0.942
C -0.739 1.497 3.428
C -2.274 3.135 0.418
C 0.590 3.552 -2.229
C -0.878 -1.349 -2.526
C -2.276 3.335 3.192
C -3.045 4.192 2.458
C 0.410 -2.541 1.025
C -0.871 -2.792 0.548
H -3.159 0.993 -1.600
H 1.233 -3.166 0.715
H -1.024 -3.613 -0.139
H 5.029 1.245 -0.575
H 6.305 -0.750 -1.288
H -3.621 4.771 0.464
H -3.756 -2.793 -3.523
H 3.743 -1.595 2.781
H 2.711 -3.027 2.539
H 3.160 -1.994 1.149
H 2.679 -2.585 -2.652
H 5.131 -2.661 -2.326
H -3.634 4.959 2.940
H -2.581 -0.351 2.147
H 0.451 0.016 3.963
H -0.514 1.920 4.402
H -2.224 3.101 -0.664
H 2.603 1.340 -0.903
H -1.298 -3.224 -3.488
H -2.251 3.416 4.272
H -2.940 -2.225 0.568
H -4.645 -0.697 -2.589
*
```

- HOMO level: -11.05 eV
- Electronic energy: -106588.7986 eV
- Gap between HOMO and LUMO: 7.01 eV

***

Entry from the Open Molecules 2025 dataset: a cluster of 2 separate species, C2H2BrFO in total in a non-equilibrium geometry (wB97M-V/def2-TZVPD).

Geometry as ORCA input:
```
! wB97M-V def2-TZVPD RIJCOSX def2/J DEFGRID3
* xyz 0 1
Br 1.478 2.356 0.005
F -0.482 -0.340 1.712
O 0.023 -0.393 -1.712
C 0.041 -0.685 0.558
C -0.373 0.015 -0.637
H 0.600 -1.543 0.428
H -1.287 0.590 -0.354
*
```

- HOMO level (alpha / beta): -9.48 / -9.50 eV
- Electronic energy: -76909.6312 eV
- Gap between HOMO and LUMO (alpha / beta): 5.44 / 5.44 eV

***

Copy entry 1 word for word.
Entry from the Open Molecules 2025 dataset: a structure of composition C27H22IrN4O2Se (wB97M-V/def2-TZVPD).

Geometry as ORCA input:
```
! wB97M-V def2-TZVPD RIJCOSX def2/J DEFGRID3
* xyz 1 1
Ir 0.055 0.958 -1.255
Se 0.585 2.066 -3.323
O -0.685 1.381 0.580
O 1.798 -1.159 2.479
N 1.077 -0.549 -1.970
N 0.488 -1.545 -2.466
N 0.599 4.372 -1.415
N -0.215 0.310 3.257
C -1.484 2.229 1.151
C -3.037 4.079 1.057
C 5.232 -0.716 -1.423
C 2.498 -0.630 -1.786
C 0.612 -1.496 1.916
C -3.077 -2.069 -3.096
C -1.720 -2.315 -3.081
C -1.376 -0.153 -1.980
C -3.578 -0.877 -2.566
C -2.743 0.083 -2.011
C 4.520 0.403 -1.021
C 4.572 -1.793 -2.005
C -1.521 2.306 2.571
C -0.477 -0.704 2.296
C 2.914 -2.005 2.212
C -1.750 -0.963 1.822
C 3.146 0.450 -1.202
C 3.201 -1.760 -2.192
C -1.948 -2.015 0.942
C -0.739 1.497 3.428
C -2.274 3.135 0.418
C 0.590 3.552 -2.229
C -0.878 -1.349 -2.526
C -2.276 3.335 3.192
C -3.045 4.192 2.458
C 0.410 -2.541 1.025
C -0.871 -2.792 0.548
H -3.159 0.993 -1.600
H 1.233 -3.166 0.715
H -1.024 -3.613 -0.139
H 5.029 1.245 -0.575
H 6.305 -0.750 -1.288
H -3.621 4.771 0.464
H -3.756 -2.793 -3.523
H 3.743 -1.595 2.781
H 2.711 -3.027 2.539
H 3.160 -1.994 1.149
H 2.679 -2.585 -2.652
H 5.131 -2.661 -2.326
H -3.634 4.959 2.940
H -2.581 -0.351 2.147
H 0.451 0.016 3.963
H -0.514 1.920 4.402
H -2.224 3.101 -0.664
H 2.603 1.340 -0.903
H -1.298 -3.224 -3.488
H -2.251 3.416 4.272
H -2.940 -2.225 0.568
H -4.645 -0.697 -2.589
*
```

- HOMO level: -11.05 eV
- Electronic energy: -106588.7986 eV
- Gap between HOMO and LUMO: 7.01 eV